Computed, not measured: a 2-piece molecular cluster, C3H7N3O overall, with ωB97M-V with the def2-TZVPD basis set.

The expectation value of S² is 2.01. Its multiplicity is 3. The charge is 0. The value obtained for the HOMO-LUMO gap (alpha / beta) is 5.64 / 8.56 eV. The calculation puts the energy above the lowest of the compared OMol25 structures with the same formula, charge and spin at 32.2 kcal per mole.

Element x y z (Å)
C  1.862  -1.792  0.415
C  -2.062  0.817  0.839
C  0.007  1.020  -1.075
N  2.939  -1.364  0.065
N  -1.296  -0.145  0.429
N  -0.344  -0.196  -0.372
O  0.731  -1.802  0.676
H  -2.627  0.674  1.779
H  -2.100  1.767  0.467
H  -0.649  1.226  -1.815
H  0.202  1.762  -0.319
H  0.978  0.979  -1.633
H  3.723  -1.927  -0.383
H  -1.362  -1.020  0.926

Computed, not measured: C23H29N5O3S as an isolated structure, with ωB97M-V with the def2-TZVPD basis set.

The charge is 0. The value obtained for the HOMO-LUMO gap is 8.01 eV. The calculation puts the energy above the lowest of the compared OMol25 structures with the same formula, charge and spin at 475.2 kcal per mole.

Element x y z (Å)
C  -6.322  -6.729  0.138
C  -5.755  -7.972  -0.714
H  -6.432  -8.514  -1.351
H  -5.328  -8.609  -0.037
C  -4.708  -7.313  -1.783
C  -3.455  -6.725  -0.802
N  -2.665  -7.376  0.027
N  -1.652  -6.805  0.376
C  -1.722  -5.510  0.179
N  -0.967  -4.640  0.820
C  -0.790  -3.333  0.578
O  -1.726  -2.809  -0.272
C  -0.107  -2.379  1.145
C  0.990  -1.770  0.247
H  1.269  -2.394  -0.671
H  1.798  -1.203  0.847
C  -0.028  -0.541  -0.410
N  -0.400  0.386  0.611
C  0.100  1.432  0.739
O  -0.293  2.202  1.882
C  1.103  2.225  -0.242
C  2.651  1.739  0.281
C  3.507  2.827  -0.124
O  4.679  2.847  -0.165
N  2.759  3.903  -0.463
C  3.031  5.218  -0.431
C  4.087  5.650  -1.071
C  4.779  6.762  -1.316
C  3.893  8.034  -0.747
C  2.638  7.661  -0.138
C  2.361  6.308  -0.044
H  1.330  6.239  0.400
H  2.086  8.441  0.153
C  4.241  9.437  -1.097
H  3.471  10.115  -0.988
H  5.249  9.490  -0.299
H  4.784  9.437  -2.232
H  5.619  7.052  -1.522
H  4.921  4.748  -1.392
C  1.395  3.732  0.159
H  0.470  4.234  -0.429
H  1.109  4.014  1.345
H  2.821  0.927  -0.434
H  2.535  1.547  1.216
H  0.906  2.048  -1.263
C  -1.429  -0.425  1.433
C  -0.716  -1.450  2.255
H  -1.481  -1.978  2.912
H  0.268  -1.057  2.718
H  -1.549  0.519  2.178
H  -2.098  -0.781  0.815
H  0.782  -0.123  -1.246
H  -0.769  -1.217  -1.089
H  0.613  -3.130  1.935
H  -0.309  -5.082  1.552
S  -2.996  -5.170  -0.585
H  -4.952  -6.570  -2.396
H  -4.123  -8.165  -2.154
H  -7.057  -7.111  0.680
H  -6.749  -6.050  -0.339
H  -5.666  -6.239  0.626

Computed, not measured: a 2-piece molecular cluster, C5H12N2O overall, with ωB97M-V with the def2-TZVPD basis set.

The charge is 0. As for the structure (SMILES): CNC(N)=O.C=CC. The value obtained for the HOMO-LUMO gap is 9.33 eV. The calculation puts the energy above the lowest of the compared OMol25 structures with the same formula, charge and spin at 131.8 kcal per mole.

Element x y z (Å)
C  -3.431  -0.440  1.253
N  -2.151  -0.563  0.587
C  -1.141  -1.342  1.041
O  -1.234  -2.063  2.010
H  -1.946  -0.047  -0.254
H  -0.272  -1.301  -0.167
H  -3.501  0.526  1.767
H  -3.515  -1.234  1.998
H  -4.264  -0.548  0.557
C  1.653  0.917  -2.169
C  1.955  0.995  -0.712
N  0.446  -0.644  0.513
C  3.151  1.037  -0.150
H  1.159  -0.851  1.212
H  1.056  0.891  -0.029
H  2.556  0.726  -2.748
H  0.938  0.115  -2.356
H  1.214  1.842  -2.546
H  3.272  1.109  0.920
H  4.053  0.877  -0.728

Computed, not measured: an isolated ion of composition C2H6N3 and charge +1, with ωB97M-V with the def2-TZVPD basis set.

The charge is +1. As for the structure (SMILES): C=NC(N)=[NH2+]. The value obtained for the HOMO-LUMO gap is 10.85 eV. The calculation puts the energy above the lowest of the compared OMol25 structures with the same formula, charge and spin at 23.9 kcal per mole.

Element x y z (Å)
C  -1.053  1.373  -1.244
C  0.065  -0.344  0.199
N  -0.835  0.485  -0.373
N  0.414  0.084  1.480
N  0.415  -1.575  -0.082
H  -2.065  1.810  -1.096
H  -0.503  1.723  -2.100
H  0.352  1.052  1.651
H  1.211  -0.271  1.929
H  0.469  -2.134  -0.972
H  0.992  -1.960  0.644

Computed, not measured: C5H11N4 as an isolated structure, with ωB97M-V with the def2-TZVPD basis set.

The charge is +1. The value obtained for the HOMO-LUMO gap is 11.81 eV. The calculation puts the energy above the lowest of the compared OMol25 structures with the same formula, charge and spin at 58.0 kcal per mole.

Element x y z (Å)
C  -1.400  -2.447  1.313
C  -0.358  -1.003  0.304
C  0.146  1.190  1.173
C  -0.866  0.801  -1.105
C  1.459  0.161  -0.711
N  -1.376  -1.149  1.111
N  0.290  -2.145  0.021
N  -0.320  -3.005  0.731
N  0.060  0.333  -0.072
H  -2.295  -2.796  1.800
H  1.168  1.249  1.494
H  -0.186  2.212  0.947
H  -0.468  0.742  1.885
H  -0.351  1.394  -1.938
H  -1.509  0.135  -1.592
H  -1.491  1.418  -0.607
H  2.162  -0.175  -0.045
H  1.341  -0.740  -1.385
H  1.871  1.022  -1.113
H  -0.128  -3.946  0.846

Computed, not measured: C26H32BF4O2PSb2Sr as an isolated structure, with ωB97M-V with the def2-TZVPD basis set.

The charge is 0. The value obtained for the HOMO-LUMO gap is 5.87 eV. The calculation puts the energy above the lowest of the compared OMol25 structures with the same formula, charge and spin at 155.2 kcal per mole.

Element x y z (Å)
Sr  -0.825  0.805  0.264
C  -0.735  -3.069  -2.789
Sb  -1.891  -2.070  -1.305
C  -3.480  -1.405  -2.585
C  -2.969  -3.766  -0.494
C  -2.122  -4.977  -0.249
C  -1.910  -5.853  -1.317
C  -1.163  -7.008  -1.183
C  -0.617  -7.323  0.055
C  -0.825  -6.471  1.123
C  -1.558  -5.288  0.998
C  -1.700  -4.406  2.193
Sb  0.067  -3.243  2.757
C  -2.687  -1.505  3.867
C  1.226  -3.645  0.997
H  -1.390  -3.550  -3.513
H  -0.096  -3.814  -2.320
H  -0.118  -2.322  -3.286
H  -3.850  -2.223  -3.203
H  -3.106  -0.610  -3.229
H  -4.299  -1.017  -1.981
H  -3.731  -3.997  -1.239
H  -3.473  -3.409  0.401
H  -2.360  -5.620  -2.275
H  -1.020  -7.664  -2.031
H  -0.042  -8.230  0.187
H  -0.408  -6.720  2.093
H  -1.874  -5.012  3.084
H  -2.514  -3.696  2.122
H  -1.910  -2.146  4.314
H  -3.025  -1.940  2.924
H  -1.872  0.316  4.137
H  2.278  -3.754  1.257
H  1.105  -2.787  0.332
H  0.880  -4.549  0.500
O  -1.941  -0.261  3.370
C  -0.527  -0.220  2.570
O  -0.412  -1.431  1.939
C  0.537  0.134  3.598
P  1.519  1.537  2.888
C  2.998  0.727  2.178
C  4.181  1.460  2.066
C  5.289  0.919  1.438
C  5.230  -0.360  0.898
C  4.057  -1.090  0.992
C  2.948  -0.550  1.629
C  2.248  2.312  4.380
C  1.933  3.635  4.671
C  2.431  4.245  5.816
C  3.247  3.531  6.678
C  3.570  2.209  6.396
C  3.076  1.604  5.253
H  1.167  -0.714  3.899
H  0.088  0.538  4.511
H  4.237  2.459  2.482
H  6.201  1.497  1.365
H  6.095  -0.779  0.401
H  3.998  -2.081  0.560
H  2.031  -1.123  1.678
H  1.297  4.190  3.991
H  2.183  5.276  6.031
H  3.636  4.004  7.571
H  4.211  1.652  7.068
H  3.343  0.578  5.026
F  1.247  0.258  -1.053
B  0.859  1.210  -2.070
F  1.870  1.547  -2.897
F  -0.261  0.667  -2.716
F  0.368  2.341  -1.305

Computed, not measured: an isolated molecule of C4H5Cl3S, with ωB97M-V with the def2-TZVPD basis set.

The charge is 0. As for the structure (SMILES): S=C(CCl)[C@@H](Cl)CCl. The value obtained for the HOMO-LUMO gap is 8.09 eV. The calculation puts the energy above the lowest of the compared OMol25 structures with the same formula, charge and spin at 54.1 kcal per mole.

Element x y z (Å)
C  -1.863  0.564  -0.145
C  -0.437  -0.396  -0.184
C  0.696  0.790  -0.315
C  2.094  0.418  -0.859
H  -1.985  1.151  0.932
H  -2.101  1.495  -0.874
H  -0.411  -1.073  -0.975
H  2.111  0.393  -2.006
H  2.815  1.187  -0.366
S  0.629  2.311  0.419
Cl  -3.371  -0.507  -0.644
Cl  -0.123  -1.098  1.477
Cl  2.704  -1.242  -0.504

Computed, not measured: an isolated molecule of C5H7FOS, with ωB97M-V with the def2-TZVPD basis set.

The charge is 0. As for the structure (SMILES): C/C(F)=C(\C)C(O)=S. The value obtained for the HOMO-LUMO gap is 8.53 eV. The calculation puts the energy above the lowest of the compared OMol25 structures with the same formula, charge and spin at 0.0 kcal per mole.

Element x y z (Å)
C  -2.070  0.140  0.000
C  -0.737  -0.518  0.001
C  0.510  -0.006  -0.003
C  0.720  1.485  0.004
C  1.748  -0.851  0.001
H  -2.617  -0.195  -0.873
H  -1.982  1.237  -0.007
H  -2.645  -0.180  0.878
H  1.319  1.798  -0.892
H  1.300  1.787  0.900
H  -0.211  2.009  0.010
H  0.710  -2.448  -0.033
O  1.626  -2.173  0.007
F  -0.921  -1.875  0.004
S  3.249  -0.211  0.002